# 1
Computed, not measured: 2 unconnected molecules or ions with the total composition C5H10O2 in a non-equilibrium geometry, with ωB97M-V/def2-TZVPD.

```
17
Properties=species:S:1:pos:R:3:forces:R:3
C -2.19692 2.28863 -2.06717 0.26 0.82 0.14
C -1.20737 1.36960 -1.70778 0.07 0.53 0.02
O -1.00155 1.12611 -0.46100 -0.36 -0.77 -0.74
H -2.23479 2.66908 -3.07944 -0.17 -0.28 -0.08
H -2.79876 2.77423 -1.30772 -0.10 -0.20 0.02
H -0.56644 0.93069 -2.46392 -0.02 -0.39 0.01
H -0.46235 0.30726 -0.38169 0.49 0.33 0.55
C 2.41097 -0.68193 0.69399 -0.41 0.26 -0.14
C 1.29496 -1.35289 0.96724 0.39 -0.50 -0.24
O 1.23003 -2.66714 0.58056 -0.21 0.13 0.28
C 0.08413 -0.82633 1.66248 -0.05 0.52 -0.42
H 2.44249 0.38914 0.82732 0.21 -0.03 0.34
H 3.26870 -1.20417 0.29728 -0.02 0.09 -0.18
H 0.43996 -3.07748 0.94880 0.10 -0.13 0.04
H 0.18672 0.24422 1.84455 0.03 -0.04 0.13
H -0.79621 -0.98089 1.02376 -0.20 -0.20 0.30
H -0.09357 -1.30813 2.62274 -0.02 -0.14 -0.04
```
Positions in Å, forces in eV/Å.

Properties
- Spin multiplicity: 2
- Net charge: +1
- Gap between HOMO and LUMO (spin up / spin down): 7.143 / 3.409 eV
- E_LUMO (spin up / spin down): -4.969 / -8.673 eV
- <S²>: 0.76
- Energy above the lowest of the compared OMol25 structures with the same formula, charge and spin: 1.528 eV
- E: -346.6039 hartree

# 2
Computed, not measured: 2 unconnected molecules or ions with the total composition C5H10O2 in a non-equilibrium geometry, with ωB97M-V/def2-TZVPD.

```
17
Properties=species:S:1:pos:R:3:forces:R:3
C -2.31281 -0.26840 -1.02124 0.21 1.70 -0.43
C -1.19981 0.37596 -0.25601 -0.48 -1.31 -1.00
C -0.02421 -0.34174 -0.04027 1.47 -0.42 0.12
O 0.42075 -1.19204 -0.95169 -0.52 1.10 1.30
C 0.75673 -0.13526 1.21648 -1.20 0.91 -0.08
C 0.46083 -0.73834 2.36978 0.77 -0.38 -0.83
H -2.73775 0.50961 -1.68211 -0.34 -0.26 0.54
H -3.02571 -0.56357 -0.24975 -0.45 -0.05 -0.21
H -2.07234 -1.08595 -1.68670 0.48 -0.38 0.37
H -1.29776 1.35705 0.18777 -0.18 -0.11 0.28
H 1.33647 -1.31833 -0.65148 0.36 -0.77 -0.52
H 1.30347 0.80215 1.23559 0.24 -0.05 -0.10
H -0.10794 -1.66355 2.41942 -0.17 0.32 0.18
H 0.95629 -0.33982 3.23893 -0.08 -0.27 0.36
H 3.31435 1.63068 -1.33339 -0.08 0.31 -0.07
H 1.75826 1.79900 -1.45276 0.22 0.56 -0.23
O 2.47117 1.17253 -1.34258 -0.23 -0.91 0.34
```
Positions in Å, forces in eV/Å.

Properties
- Spin multiplicity: 2
- Net charge: +1
- Gap between HOMO and LUMO (spin up / spin down): 10.324 / 8.147 eV
- E_LUMO (spin up / spin down): -4.260 / -7.119 eV
- <S²>: 0.75
- Energy above the lowest of the compared OMol25 structures with the same formula, charge and spin: 0.716 eV
- E: -346.6338 hartree

# 3
Computed, not measured: a molecular structure, C5H10O2Ru in a non-equilibrium geometry, with ωB97M-V/def2-TZVPD.

```
18
Properties=species:S:1:pos:R:3:forces:R:3
C 2.92776 0.75993 0.58014 0.94 0.13 0.41
O 1.62380 0.61812 0.04032 -0.22 0.67 0.01
C 1.08926 -0.68805 0.16531 0.04 -1.01 -0.40
C -0.16912 -0.76680 -0.66013 -0.51 -0.49 -0.31
O -1.23351 -0.23920 0.11812 0.82 0.41 0.64
C -2.48813 -0.40132 -0.38122 -1.26 0.61 -0.69
C -3.55120 0.17783 0.17461 0.46 0.26 -0.56
H 2.94039 0.47864 1.64385 -0.01 0.04 -0.29
H 3.63382 0.13039 0.01953 -0.21 0.21 0.15
H 0.92655 -0.92199 1.22972 -0.25 0.08 -0.34
H 1.81366 -1.42707 -0.21151 -0.03 0.37 -0.02
H -0.33538 -1.80514 -0.97736 -0.22 0.02 0.48
H -0.15762 -0.21693 -1.61378 0.65 0.09 0.17
H -2.53777 -0.89258 -1.35832 -0.04 -0.29 0.50
H -3.44468 0.90553 0.97978 -0.11 -0.52 0.09
H -4.52025 0.07744 -0.31088 0.28 -0.07 0.23
H 3.20699 1.81632 0.48234 0.03 -0.33 -0.01
Ru 0.27542 2.39488 0.07946 -0.36 -0.18 -0.06
```
Positions in Å, forces in eV/Å.

Properties
- Spin multiplicity: 6
- Net charge: +1
- Gap between HOMO and LUMO (spin up / spin down): 8.409 / 5.924 eV
- E_LUMO (spin up / spin down): -3.801 / -6.617 eV
- <S²>: 8.75
- Energy above the lowest of the compared OMol25 structures with the same formula, charge and spin: 0.000 eV
- E: -441.3932 hartree

Question: Number 2 is which compound?
Answer: C5H10O2